[1]
This record from the OMol25 dataset describes an isolated ion of composition C22H28N3O3 and charge +1. The level of theory is the ωB97M-V functional and the def2-TZVPD basis.

Calculated values
Energy relative to the best compared isomer or geometry (same formula, charge and spin) ... 2213.7 kJ/mol
Kohn-Sham gap ... 7.71 eV
SMILES string ... CC[NH+](CC)C[C@@H](O)Cn1c(C)c(-c2ccccc2)c2cc([N+](=O)[O-])ccc21
Electronic energy ... -33854.6582 eV
Net charge ... +1
E_LUMO ... -2.74 eV

```
56
Properties=species:S:1:pos:R:3:lowdin_charge:R:1
C 2.384 0.041 1.828 -0.202
C 0.861 -2.436 1.128 0.082
C 1.868 0.169 -2.513 -0.117
H -4.955 3.850 -0.685 0.113
H 1.701 0.941 -3.225 0.111
H 3.035 -1.046 -0.650 0.199
C -4.240 2.147 0.525 -0.038
H 3.684 2.315 -0.747 0.111
H 1.975 2.536 1.082 0.143
C -4.151 3.172 -0.344 -0.048
N -2.254 -3.982 -0.374 -0.470
H -0.776 2.845 -0.927 0.062
C 0.761 -0.731 -2.253 -0.004
H -2.677 -1.349 -0.018 0.123
C -3.128 1.120 0.739 0.020
H 1.522 3.373 -0.795 0.090
C 0.567 1.084 1.327 -0.211
O -3.205 -3.581 -0.668 0.193
H 3.692 1.849 -2.528 0.189
C 2.086 3.243 -1.789 -0.040
H 0.231 3.180 1.502 0.125
H -3.352 0.398 1.252 0.026
H 1.357 3.024 -2.612 0.097
C -2.049 1.705 0.278 -0.164
N 2.434 0.866 -1.270 -0.106
H 2.813 -1.079 2.247 0.180
C -1.744 2.701 -0.677 -0.099
H 1.838 -2.760 1.386 0.097
C -0.736 -0.734 0.663 -0.048
C 3.731 0.325 0.895 -0.353
H 4.355 0.148 -0.860 0.127
C 3.017 2.095 -1.579 -0.270
C 3.398 0.079 -0.446 -0.114
O -2.051 -5.099 -0.248 0.148
H 2.901 -0.329 -3.002 0.209
H 4.610 1.731 1.974 0.233
N 1.242 -0.136 1.403 -0.071
H -5.167 1.645 0.840 0.111
H 4.687 -0.307 1.175 0.198
H 0.759 -1.152 -3.204 0.108
H 2.491 0.735 2.830 0.193
H 0.057 -0.365 -1.979 -0.059
C -2.774 3.362 -0.941 -0.098
H 1.543 1.187 -0.807 0.161
C -1.361 -2.909 0.174 -0.303
C 0.484 -1.147 0.871 -0.294
C 0.935 2.331 1.714 -0.050
O 3.943 1.693 1.094 -0.118
C -1.728 -1.794 0.022 0.092
C -0.763 0.737 0.564 0.068
H 0.972 -1.561 -1.611 0.102
H 0.815 2.353 2.736 0.087
C -0.236 -3.308 0.602 0.015
H 2.555 4.217 -2.011 0.104
H 0.250 -4.433 0.790 0.197
H -2.752 4.419 -1.576 0.165
```


[2]
This record from the OMol25 dataset describes one molecule with the formula C22H28N4O3S. The level of theory is the ωB97M-V functional and the def2-TZVPD basis.

Calculated values
Energy relative to the best compared isomer or geometry (same formula, charge and spin) ... 241.0 kJ/mol
Kohn-Sham gap ... 8.50 eV
SMILES string ... CN1CCN(S(=O)(=O)c2cccc(C(=O)Nc3ccccc3N3CCCC3)c2)CC1
Electronic energy ... -46206.8309 eV
Net charge ... 0
E_LUMO ... 0.20 eV

```
58
Properties=species:S:1:pos:R:3:lowdin_charge:R:1
H -0.834 -1.365 1.939 0.122
H 1.308 -2.716 0.622 0.108
H -3.386 4.339 -0.316 0.111
C -2.166 -1.774 0.296 -0.165
C 5.527 0.463 0.281 -0.089
H 0.761 -1.614 -1.736 0.110
H 2.270 -3.064 -2.931 0.108
C 4.553 -0.511 0.130 -0.022
H -4.645 0.147 2.475 0.126
H 2.955 -2.375 1.169 0.118
H 1.980 -0.442 -2.297 0.130
H -3.091 0.202 4.239 0.084
H -0.920 4.516 -0.124 0.122
C 1.817 -1.327 -1.683 -0.163
H -1.909 1.107 3.263 0.090
C -2.518 1.233 -1.277 -0.257
C 3.883 2.181 -0.038 -0.004
H -1.417 -1.896 -0.485 0.100
O -2.216 -1.046 -2.523 -0.284
C -1.385 3.596 -0.446 0.005
N -2.731 -0.648 2.381 -0.222
C -3.339 2.297 -0.957 -0.061
H 3.683 -2.140 -2.405 0.108
H -3.572 0.992 1.330 0.114
C 0.924 2.673 -0.611 -0.412
O 1.470 3.753 -0.703 0.085
C -2.762 3.492 -0.553 -0.044
H -2.415 -2.756 0.712 0.134
H 6.550 0.168 0.461 0.101
N 1.547 1.497 -0.351 0.148
N -3.351 -1.244 -0.329 -0.232
C -4.388 -0.888 0.606 -0.164
C -3.858 0.001 1.732 -0.175
H 3.838 -3.664 -0.641 0.098
H -5.175 -0.390 0.041 0.115
C -2.271 0.102 3.529 -0.096
H 0.985 0.658 -0.254 0.108
C -0.562 2.516 -0.757 -0.106
H -4.785 -1.812 1.038 0.133
H 5.958 2.558 0.290 0.103
H 3.608 3.220 -0.105 0.102
N 2.163 -1.074 -0.283 -0.125
C 2.812 -3.346 -0.820 -0.156
C -1.145 1.333 -1.204 -0.025
C 2.306 -2.402 0.295 -0.166
C 2.702 -2.509 -2.102 -0.152
H -1.292 0.085 1.009 0.112
H 4.833 -1.552 0.187 0.107
H -1.461 -0.445 4.009 0.085
C 3.234 -0.157 -0.109 -0.179
S -3.200 -0.368 -1.728 0.672
O -4.520 -0.173 -2.243 -0.274
C 5.195 1.802 0.185 -0.083
C 2.902 1.210 -0.174 -0.151
H 2.189 -4.238 -0.874 0.103
H -0.566 0.486 -1.538 0.105
C -1.662 -0.872 1.424 -0.178
H -4.408 2.181 -1.048 0.119
```


[3]
This record from the OMol25 dataset describes one molecule with the formula C22H28N6O2. The level of theory is the ωB97M-V functional and the def2-TZVPD basis.

Calculated values
Energy relative to the best compared isomer or geometry (same formula, charge and spin) ... 2056.9 kJ/mol
Kohn-Sham gap ... 7.62 eV
SMILES string ... CCC[C@@H](c1nnnn1CCc1ccccc1)N1CCN(C(=O)c2ccco2)CC1
Electronic energy ... -36283.9936 eV
Net charge ... 0
E_LUMO ... -0.42 eV

```
58
Properties=species:S:1:pos:R:3:lowdin_charge:R:1
C -0.508 -3.642 1.236 -0.195
C -3.603 1.337 0.511 -0.271
H 1.622 -2.804 -2.394 0.109
C -2.272 1.043 0.995 -0.188
C -1.153 1.484 0.137 -0.064
C 2.595 -1.992 -0.243 -0.279
H 1.000 -2.749 2.003 0.108
C 0.197 -2.248 1.622 -0.180
H 4.384 -0.757 -0.621 0.184
H -1.084 0.672 -0.824 0.185
N 1.888 0.090 1.602 0.106
C 1.422 -0.572 -2.487 -0.149
C 3.363 1.809 -0.491 -0.143
H 2.364 3.916 0.011 0.137
O 4.547 1.372 -0.067 -0.009
O 1.361 1.733 -1.666 0.037
N 2.440 -0.128 -1.760 -0.090
N 1.825 1.369 1.996 -0.034
H 2.992 -1.772 0.841 0.132
N 1.199 -2.196 -0.332 -0.093
H 6.055 2.117 1.118 0.002
C -4.271 0.365 -0.376 -0.012
H -5.537 4.152 -0.640 0.192
H 0.443 0.085 -2.375 0.138
H -2.636 -2.832 1.788 0.112
H -0.983 2.545 0.066 0.124
H 3.734 -1.779 -1.997 0.134
H -5.916 -0.010 -1.447 0.099
H -3.981 -0.553 -0.094 0.075
H 3.229 -3.160 -0.226 0.185
H -2.237 -2.808 -0.052 0.040
H -0.536 -1.815 2.322 0.141
H 1.780 -0.696 -3.578 0.146
C 2.391 1.244 -1.267 -0.393
H 4.861 4.254 1.319 0.168
C 0.314 -1.530 0.487 -0.394
C 3.313 -1.129 -1.122 -0.185
C 1.051 -2.096 -1.787 -0.091
H -0.537 -4.382 2.208 0.150
H -3.401 3.478 0.845 0.175
C -5.409 0.710 -0.872 -0.100
H -2.187 1.466 2.036 0.161
H -2.600 -4.438 0.511 0.101
H -0.013 -2.208 -2.100 0.115
H -2.199 0.162 1.361 0.041
C 0.757 -0.261 1.141 -0.093
C -2.054 -3.421 0.880 -0.136
N 0.902 1.885 1.608 -0.074
C 3.362 3.378 -0.018 0.033
C -3.979 2.509 0.387 -0.096
N 0.116 1.242 0.918 -0.010
C -5.748 2.070 -1.097 -0.139
C -5.205 2.913 -0.288 -0.101
H -6.817 2.243 -1.408 0.128
C 5.216 2.284 0.881 0.084
H -0.362 -1.198 -0.227 0.123
H -0.024 -4.177 0.531 0.042
C 4.530 3.429 0.494 -0.189
```